Entry from the Open Molecules 2025 dataset: a structure of composition C25H44N7O3SW (the ωB97M-V functional and the def2-TZVPD basis).

Each line ends with the Mulliken spin population.
Cartesian coordinates (Å):
W1 0.20286 -0.28101 0.26488  2.25
S1 0.43667 1.64816 3.31375  0.03
O1 -0.09911 -1.05565 2.12203  -0.07
O2 0.07172 -2.44267 3.82784  0.02
O3 -1.91936 -0.90387 0.26137  -0.01
N1 -0.27490 0.19231 -2.01145  0.02
N2 1.20308 3.81348 4.72436  0.00
N3 1.49993 1.97007 -1.01670  0.10
N4 1.60492 -1.23506 -0.24219  -0.42
N5 -2.97576 -2.84047 -0.18061  0.00
N6 -1.07493 1.75794 0.12652  -0.01
N7 2.72709 3.07848 3.34531  0.00
C1 -4.63777 -2.09295 1.97576  0.00
C2 -1.28535 1.23080 -2.29156  0.00
C3 0.61716 -1.73237 3.01735  -0.01
C4 1.74726 1.59502 -2.40913  -0.01
C5 -1.99651 1.70093 -1.02063  0.01
C6 0.95054 0.33773 -2.82259  0.02
C7 -2.57128 -1.86502 0.68147  0.01
C8 3.42744 4.10586 4.12698  0.00
C9 2.03109 -3.60320 -0.45480  -0.08
C10 -3.93721 -2.36424 -1.20228  0.00
C11 2.48061 -2.27091 -0.54990  0.13
C12 0.60041 -3.90489 -0.10090  0.06
C13 2.93240 -4.62985 -0.68716  0.01
C14 3.80854 -1.99645 -0.91048  -0.04
C15 -0.34283 3.03682 0.25306  0.03
C16 2.12396 -1.61569 2.95888  0.01
C17 4.68099 -3.05388 -1.13500  0.01
C18 0.74582 3.20597 -0.80685  -0.01
C19 2.26952 4.80389 4.85659  0.00
C20 1.46665 2.86871 3.81072  0.00
C21 4.29048 -0.57597 -1.06363  0.01
C22 -3.10362 -1.91330 2.07150  0.01
C23 4.25527 -4.36432 -1.01580  -0.02
C24 -5.30975 -2.19947 -0.54959  0.00
C25 -5.29851 -1.38944 0.76354  0.00
H1 0.39933 -4.97097 -0.20298  0.00
H2 5.29360 -0.45608 -0.65221  0.00
H3 -2.79436 1.00636 -0.77396  0.00
H4 2.50730 -1.58645 3.97654  0.00
H5 3.22744 2.28172 2.98821  0.00
H6 2.59272 -5.65601 -0.60261  0.00
H7 4.33676 -0.29873 -2.12025  0.00
H8 5.71045 -2.84057 -1.40198  0.00
H9 -0.08901 -3.36118 -0.74952  -0.01
H10 4.95025 -5.17903 -1.17587  0.00
H11 -4.82170 -0.41451 0.59694  0.00
H12 0.71177 0.39225 -3.88789  0.00
H13 2.49968 5.00506 5.89985  0.00
H14 1.39331 4.02646 -0.49019  0.00
H15 0.37384 -3.61179 0.92970  -0.01
H16 1.54854 -0.55225 -2.65060  0.00
H17 2.43043 -0.73568 2.40342  0.00
H18 -2.02953 0.86898 -3.00128  0.00
H19 0.11188 3.03475 1.23701  -0.02
H20 3.61868 0.11103 -0.55351  0.02
H21 2.36160 1.98736 -0.49315  -0.02
H22 0.27736 3.93332 5.09529  0.00
H23 -5.98196 -1.72764 -1.26925  0.00
H24 -3.97197 -3.06783 -2.03092  0.00
H25 4.13129 3.65457 4.82793  0.00
H26 3.97226 4.78685 3.47905  0.00
H27 2.52656 -2.50575 2.46946  0.00
H28 -3.36233 -3.63190 0.32047  0.00
H29 -5.71804 -3.19271 -0.33680  0.00
H30 -2.63148 -2.71971 2.63999  0.00
H31 0.29831 3.51249 -1.75201  0.00
H32 -3.56744 -1.41241 -1.58064  0.00
H33 -4.89805 -3.15421 1.95330  0.00
H34 -0.66934 -0.72253 -2.20259  -0.02
H35 -1.03638 3.88029 0.19292  0.00
H36 -5.06582 -1.69411 2.89512  0.00
H37 1.99207 5.74093 4.37235  0.00
H38 -6.33663 -1.18256 1.02203  0.00
H39 -0.78448 2.06836 -2.76957  0.00
H40 -1.61541 1.63467 0.98026  0.01
H41 -2.83527 -0.98379 2.56606  0.00
H42 -2.45437 2.67580 -1.20459  0.00
H43 1.49924 2.42934 -3.06838  0.00
H44 2.80321 1.38487 -2.56403  0.00

net charge: +1
multiplicity: 3
HOMO level (alpha / beta): -9.15 / -10.25 eV
energy above the lowest of the compared OMol25 structures with the same formula, charge and spin: 42.4 kcal/mol
LUMO energy (alpha / beta): -2.041 / -2.089 eV

---

Entry from the Open Molecules 2025 dataset: a structure of composition C25H44O2P2Re (the ωB97M-V functional and the def2-TZVPD basis).

Each line ends with the Mulliken spin population.
Cartesian coordinates (Å):
Re1 0.00402 -0.26665 1.31763  2.22
P1 -1.59624 -0.03258 -0.50350  0.06
P2 1.67093 0.76595 -0.13379  0.04
O1 -0.52372 2.11763 3.19228  0.03
O2 -0.78863 2.80868 1.08847  0.05
C1 -1.45578 1.23472 -3.26052  0.02
C2 0.41049 -0.72967 -4.70003  0.00
C3 -0.75251 -0.85333 3.21778  0.02
C4 -1.80577 -0.41545 4.17479  -0.01
C5 2.86335 -1.57659 2.50117  0.02
C6 -3.11149 0.91939 -0.43974  -0.01
C7 -1.10057 -0.96277 -4.42308  0.00
C8 1.55295 0.96675 -3.28205  0.02
C9 0.87500 2.12636 -3.93203  0.00
C10 -0.88679 -1.92918 2.28663  -0.13
C11 -0.52058 1.88766 1.85144  -0.10
C12 1.37635 -1.41975 2.46984  -0.02
C13 2.50618 2.32696 0.11020  0.00
C14 -2.15531 -2.70564 2.09805  0.03
C15 0.43107 -2.28057 1.81212  0.47
C16 -1.51447 -1.74601 -1.11361  0.17
C17 0.79632 -3.55780 1.11194  0.01
C18 -0.63665 1.96947 -4.25961  -0.01
C19 1.26192 0.22038 4.45484  -0.02
C20 -0.81104 3.47197 3.58468  -0.01
C21 1.24179 -0.33368 -3.52690  0.00
C22 2.76710 -0.52034 -0.79533  0.05
C23 0.64533 -0.54761 3.33692  0.08
C24 -1.74183 -0.08569 -3.38934  -0.01
C25 -0.02883 0.93005 -0.97094  0.02
H1 3.25099 -1.98184 1.56518  0.00
H2 1.86493 3.02436 0.66860  -0.01
H3 -0.01213 -3.92984 0.47422  0.00
H4 -0.26698 1.99989 -1.06438  0.03
H5 -1.79756 -1.03200 5.08729  0.00
H6 2.80169 2.79156 -0.84232  0.00
H7 1.69863 -3.43394 0.50170  -0.01
H8 3.60281 -0.63407 -0.08901  0.01
H9 1.69546 -1.15664 -2.96465  0.00
H10 3.40567 2.12015 0.71253  0.01
H11 3.17616 -0.28196 -1.78359  0.00
H12 -2.64567 -0.52318 -2.93321  0.01
H13 -0.03130 4.12856 3.20716  0.00
H14 -2.79745 -0.49062 3.72520  0.00
H15 0.61453 1.04867 4.74637  0.00
H16 2.38013 1.27949 -2.63529  0.00
H17 2.23911 0.62628 4.15908  0.00
H18 1.01003 -4.33463 1.86633  0.00
H19 -2.17222 -3.25544 1.15491  0.00
H20 2.24261 -1.48334 -0.86289  -0.02
H21 -0.75070 1.52412 -5.26255  0.00
H22 -1.06709 -1.84386 -2.11445  0.01
H23 -0.92883 -2.38894 -0.44076  -0.10
H24 0.52375 -0.00669 -5.52495  0.00
H25 -3.85045 0.33611 0.13110  0.01
H26 -2.27624 -3.43083 2.91892  0.00
H27 1.41884 -0.41696 5.34638  0.00
H28 -2.54355 -2.12347 -1.13476  0.01
H29 -3.53029 1.12357 -1.43778  0.00
H30 3.16696 -2.25062 3.31490  0.00
H31 -1.94087 1.84617 -2.49019  -0.01
H32 1.36356 2.37194 -4.89159  0.00
H33 -1.63182 0.61793 4.47330  0.01
H34 -2.95543 1.87444 0.08474  0.00
H35 -1.59828 -0.85171 -5.40341  0.00
H36 0.80918 -1.66767 -5.10539  0.00
H37 0.11119 0.46876 -1.94772  0.04
H38 -1.03838 2.98824 -4.36399  0.00
H39 -1.24580 -2.01728 -4.13914  0.00
H40 3.34665 -0.61099 2.69474  0.00
H41 1.00844 3.00919 -3.28362  0.00
H42 -0.81234 3.45711 4.67651  0.00
H43 -3.02551 -2.03852 2.13007  0.00
H44 -1.78498 3.76586 3.19807  0.00

net charge: +2
multiplicity: 4
HOMO level (alpha / beta): -13.43 / -14.40 eV
energy above the lowest of the compared OMol25 structures with the same formula, charge and spin: 0.0 kcal/mol
LUMO energy (alpha / beta): -4.949 / -8.002 eV

---

Entry from the Open Molecules 2025 dataset: a structure of composition C25H44O2P2Tm (the ωB97M-V functional and the def2-TZVPD basis).

Each line ends with the Mulliken spin population.
Cartesian coordinates (Å):
Tm1 0.61432 -2.13297 -1.27966  2.01
P1 -2.48647 1.37838 0.46740  0.00
P2 0.47933 -0.66833 2.82005  0.00
O1 0.44532 0.60751 3.82895  0.00
O2 -0.11770 2.15659 2.27332  0.00
C1 2.59332 1.91943 -0.94508  0.00
C2 0.56199 4.63145 0.60490  0.00
C3 -1.70399 -2.29175 -1.49848  0.02
C4 -0.15857 -3.67643 -3.02129  -0.05
C5 -2.44069 -3.50193 -0.91145  0.04
C6 -0.98032 -2.42178 -2.68349  0.25
C7 0.28160 1.89330 3.39401  0.00
C8 1.34492 1.16625 -3.09211  0.00
C9 1.15196 -4.03874 -2.28107  0.02
C10 0.59360 2.96880 -1.37908  0.00
C11 1.50817 1.99480 -1.85863  0.00
C12 -2.27831 0.09612 1.85212  -0.01
C13 -1.44070 -4.58430 -0.47710  -0.07
C14 -0.11236 -3.97479 -0.05848  -0.10
C15 1.06663 -4.16399 -0.74879  -0.22
C16 3.23204 3.17938 1.24487  0.00
C17 3.81489 1.09273 -1.04557  0.00
C18 1.06504 -2.06005 3.78179  0.00
C19 -1.14901 -0.98662 2.04355  0.05
C20 2.36752 2.87844 0.08230  0.00
C21 -0.67073 3.40100 -2.00552  0.00
C22 -3.94993 0.73437 -0.47155  0.00
C23 1.64715 -0.37740 1.46291  -0.02
C24 1.15381 3.55011 -0.21018  0.00
C25 -3.16651 2.82517 1.36990  0.00
H1 -2.35784 0.68231 2.78454  0.00
H2 3.71577 0.34299 -1.84316  0.00
H3 0.51123 -2.97788 3.50783  0.00
H4 1.61232 0.65887 1.08297  0.00
H5 1.45678 -5.00520 -2.68997  -0.01
H6 -1.86369 -5.14097 0.38601  0.00
H7 1.33741 5.36428 0.88512  0.00
H8 -1.25228 -5.30959 -1.28855  -0.01
H9 -1.49191 3.34653 -1.27824  0.00
H10 -4.55673 1.54785 -0.89720  0.00
H11 2.05839 -4.20607 -0.25208  -0.02
H12 -0.99985 -1.53018 1.06946  -0.02
H13 -1.59682 -1.74590 2.74155  0.00
H14 -2.20268 -1.32934 -1.24287  0.03
H15 -0.80153 -4.57783 -3.02468  0.01
H16 -4.58276 0.06025 0.12170  0.00
H17 2.12983 -2.24236 3.52893  0.00
H18 0.94062 -1.86809 4.86755  0.00
H19 -2.40884 3.14170 2.10376  0.00
H20 -3.03607 -3.17357 -0.04242  0.00
H21 -0.87313 -1.60822 -3.41921  0.05
H22 -0.91074 2.78067 -2.87659  0.00
H23 -0.60225 4.44382 -2.34671  0.00
H24 2.82118 2.71122 2.15111  0.00
H25 0.56829 2.62534 4.17957  0.00
H26 1.79247 1.70342 -3.94658  0.00
H27 -0.08089 -3.83578 1.02127  0.03
H28 -3.55102 0.17233 -1.33041  0.00
H29 -0.22193 5.17764 0.04828  0.00
H30 0.20041 -3.49216 -4.04706  0.00
H31 2.65640 -0.60456 1.85771  0.00
H32 1.49865 -1.04470 0.55660  0.00
H33 4.04342 0.59654 -0.08662  0.00
H34 -3.15052 -3.96201 -1.62735  0.02
H35 3.27981 4.26240 1.41575  0.00
H36 4.69759 1.70595 -1.30536  0.00
H37 4.25312 2.81924 1.09285  0.00
H38 -4.13293 2.63509 1.86435  0.00
H39 -3.25916 3.66194 0.65946  0.00
H40 1.99523 -3.28182 -2.53800  -0.01
H41 1.86548 0.18738 -3.01296  0.00
H42 0.15391 4.20380 1.54198  0.00
H43 0.27932 1.00420 -3.32867  0.00
H44 -3.20043 -0.49432 1.69780  0.00

net charge: +1
multiplicity: 3
HOMO level (alpha / beta): -7.49 / -7.50 eV
LUMO energy (alpha / beta): -3.855 / -3.611 eV

---

Number 1: total energy -55869.596 eV. Number 2: total energy -51422.455 eV. Number 3: total energy -78826.346 eV.